Formula: C19H21N4O2PtS
Source: the Open Molecules 2025 dataset
Level of theory: the ωB97M-V functional and the def2-TZVPD basis

The geometry in XYZ format:
```
48
C19H21N4O2PtS, DFT the ωB97M-V functional and the def2-TZVPD basis
Pt 0.695 0.375 -1.043
S 2.965 -0.614 -1.048
O -1.609 1.472 -1.512
O 0.499 -1.151 -2.608
N -0.195 -0.629 0.749
N 0.486 1.050 2.307
N 0.987 2.090 0.206
N 1.265 -2.199 -2.392
C -2.046 2.580 -0.750
C -2.709 0.584 -1.545
C 1.737 4.398 1.607
C 1.428 3.197 -0.433
C 2.729 -4.507 -1.941
C -0.604 -2.381 2.884
C -2.895 2.000 0.392
C -0.153 -1.097 3.096
C 1.796 4.351 0.198
C 2.425 -2.124 -1.666
C 0.854 -3.389 -2.897
C 3.150 -3.289 -1.437
C 1.299 3.274 2.273
C -0.862 -2.785 1.554
C 0.061 -0.226 2.023
C -3.321 0.619 -0.136
C -0.633 -1.888 0.551
C 0.924 2.125 1.567
C 1.556 -4.545 -2.696
H 1.248 3.263 3.353
H -0.829 -2.157 -0.479
H -3.750 2.638 0.608
H -3.441 0.945 -2.284
H 4.048 -3.214 -0.846
H 0.583 1.207 3.302
H -1.229 -3.771 1.323
H -2.895 -0.175 0.475
H -2.653 3.243 -1.385
H 2.006 5.293 2.144
H -4.404 0.499 -0.170
H -0.765 -3.060 3.705
H -2.301 1.898 1.299
H 3.297 -5.402 -1.752
H -1.173 3.124 -0.400
H 0.062 -0.749 4.096
H 1.189 -5.468 -3.113
H 2.132 5.208 -0.366
H -0.073 -3.338 -3.443
H -2.347 -0.395 -1.856
H 1.464 3.122 -1.514
```

**LUMO level (alpha / beta)**: 0.400 / 0.405 eV
**Multiplicity**: 2
**Kohn-Sham gap (alpha / beta)**: 5.73 / 5.79 eV
**E_HOMO (alpha / beta)**: -0.1960 / -0.1978 Eh
**Calculated total energy**: -44178.272 eV


Formula: C19H21N5O4
Source: the Open Molecules 2025 dataset
Level of theory: the ωB97M-V functional and the def2-TZVPD basis

The geometry in XYZ format:
```
49
C19H21N5O4, DFT the ωB97M-V functional and the def2-TZVPD basis
O 1.485 1.068 -3.273
O -0.614 -1.109 -0.482
O 3.740 -2.189 -0.498
O -0.026 0.175 3.280
N 1.715 -0.136 -1.364
N -0.368 0.126 -2.369
N -1.597 1.759 -0.105
N -3.476 -0.760 -0.621
N -1.723 0.440 1.811
C -0.317 2.114 0.242
C 1.685 3.338 -0.277
C -3.579 0.441 0.196
C -4.628 -2.426 0.773
C 0.310 1.600 1.392
C 4.199 -0.640 1.029
C 4.254 -2.807 0.577
C 1.623 1.964 1.692
C -2.602 -0.588 -1.758
C 1.027 0.399 -2.376
C -2.236 0.945 0.656
C -3.319 -2.012 0.106
C -1.103 -0.548 -1.445
C 0.391 2.988 -0.589
C -0.427 0.687 2.259
C 4.559 -1.907 1.550
C 2.304 2.828 0.864
C 3.707 -0.867 -0.222
C 3.149 0.060 -1.243
H 2.227 4.010 -0.925
H -2.266 -0.208 2.369
H -2.766 -1.427 -2.444
H 3.362 1.094 -0.951
H -4.537 -3.439 1.156
H -2.890 0.336 -2.265
H 4.296 0.308 1.516
H 1.216 -0.662 -0.654
H -3.049 -2.773 -0.629
H 3.318 3.117 1.097
H 4.351 -3.873 0.530
H -5.437 -2.395 0.048
H 2.073 1.554 2.583
H 3.599 -0.121 -2.226
H -2.510 -1.980 0.845
H -4.041 1.220 -0.416
H -0.097 3.374 -1.470
H -4.886 -1.774 1.604
H -0.849 0.583 -3.133
H -4.227 0.228 1.046
H 4.980 -2.113 2.512
```

**LUMO level**: 0.531 eV
**SMILES**: CCN(CC(=O)NC(=O)NCc1ccco1)Cc1nc2ccccc2c(=O)[nH]1
**Multiplicity**: 1
**Kohn-Sham gap**: 9.19 eV
**E_HOMO**: -0.3183 Eh
**Calculated total energy**: -35686.200 eV


Formula: C19H21NO2
Source: the Open Molecules 2025 dataset
Level of theory: the ωB97M-V functional and the def2-TZVPD basis

The geometry in XYZ format:
```
43
C19H21NO2, DFT the ωB97M-V functional and the def2-TZVPD basis
O -0.320 0.232 -2.168
O -2.738 0.970 0.066
N -0.663 0.377 0.677
C 0.852 -0.685 -3.969
C -1.023 -0.997 4.798
C 0.199 0.418 -3.418
C 1.414 -0.595 -5.224
C 0.590 2.977 -6.170
C 0.015 -2.530 6.326
C 1.337 0.586 -5.945
C 1.252 -1.648 4.467
C -1.086 -0.029 2.006
C -1.556 0.858 -0.199
C 0.691 1.689 -5.410
C -1.089 -1.798 5.924
C 1.186 -2.448 5.595
C 1.248 -0.420 1.781
C 0.146 -0.917 4.049
C 0.776 0.303 0.522
C 0.125 1.599 -4.142
C 0.204 -0.026 2.834
C -1.003 1.303 -1.556
H -0.455 3.245 -6.324
H -2.008 -1.849 6.491
H 2.260 -0.128 2.054
H 0.899 -1.597 -3.395
H 1.218 -1.500 1.627
H 2.056 -3.011 5.902
H 1.073 2.895 -7.140
H -0.037 -3.156 7.203
H -0.376 2.466 -3.739
H -1.850 0.663 2.364
H 1.918 -1.452 -5.646
H 1.063 3.786 -5.614
H -0.328 2.160 -1.404
H 1.046 -0.232 -0.389
H 0.408 1.000 3.166
H -1.890 -0.428 4.502
H -1.521 -1.035 1.969
H 2.177 -1.594 3.915
H 1.200 1.315 0.471
H 1.779 0.647 -6.929
H -1.858 1.623 -2.164
```

**LUMO level**: 0.705 eV
**SMILES**: Cc1cccc(OCC(=O)N2CC[C@H](c3ccccc3)C2)c1
**Multiplicity**: 1
**Kohn-Sham gap**: 9.33 eV
**E_HOMO**: -0.3170 Eh
**Calculated total energy**: -25629.284 eV


- Among the records above, which one has the highest multiplicity?
  C19H21N4O2PtS